ORCA calculation (the ωB97M-V functional and the def2-TZVPD basis) on 7 unconnected molecules or ions with the total composition C34H65F3O15S6 in a non-equilibrium geometry.

Last column: Löwdin charge in e.
Positions of all 123 atoms, in Å:
C 0.751 1.212 1.300  -0.067
C 1.348 0.967 -0.104  -0.152
C 0.585 1.549 -1.304  -0.254
C 1.229 2.792 -1.918  -0.074
O 0.750 4.027 -1.363  0.078
C 1.549 4.693 -0.521  -0.702
F 2.770 4.956 -1.072  0.137
F 0.972 5.837 -0.213  0.193
F 1.816 4.018 0.610  0.175
O -0.773 1.794 -0.909  0.016
C -1.679 2.117 -1.848  -0.461
O -1.417 2.065 -3.020  0.124
C -2.995 2.514 -1.230  -0.252
C -3.461 1.378 -0.294  -0.041
C -2.802 3.841 -0.463  -0.198
C -2.651 5.068 -1.373  -0.087
H 0.209 2.162 1.373  0.077
H 0.071 0.397 1.579  0.060
H 1.589 1.268 1.998  0.045
H 1.409 -0.124 -0.239  0.116
H 2.375 1.330 -0.142  0.081
H 0.598 0.809 -2.119  0.084
H 0.979 2.827 -2.985  0.111
H 2.313 2.672 -1.817  0.112
H -3.699 2.672 -2.062  0.152
H -4.042 1.777 0.549  0.080
H -2.605 0.847 0.141  0.065
H -4.099 0.652 -0.815  0.065
H -3.650 3.974 0.225  0.115
H -1.901 3.739 0.161  0.115
H -2.010 5.834 -0.915  0.071
H -2.197 4.788 -2.337  0.076
H -3.624 5.534 -1.590  0.073
C 6.982 1.010 2.607  -0.213
C 6.731 0.001 3.737  -0.214
C 5.213 -0.094 3.933  -0.217
S 4.482 0.287 2.330  0.665
O 3.735 1.514 2.441  -0.317
O 3.852 -0.888 1.779  -0.324
C 6.019 0.636 1.486  -0.228
H 8.015 0.987 2.263  0.116
H 6.766 2.023 2.954  0.123
H 7.130 -0.975 3.453  0.116
H 7.222 0.300 4.663  0.113
H 4.875 -1.085 4.229  0.101
H 4.841 0.650 4.635  0.104
H 5.838 1.426 0.762  0.069
H 6.322 -0.281 0.979  0.113
C -3.090 -1.742 5.066  -0.233
C -1.702 -1.128 5.298  -0.199
C -1.401 -0.234 4.085  -0.219
S -3.001 0.329 3.480  0.666
O -3.251 -0.232 2.170  -0.340
O -3.140 1.750 3.681  -0.320
C -3.991 -0.587 4.649  -0.222
H -3.475 -2.240 5.957  0.105
H -3.041 -2.485 4.266  0.108
H -1.704 -0.538 6.216  0.117
H -0.937 -1.897 5.403  0.117
H -0.803 0.645 4.315  0.105
H -0.933 -0.793 3.277  0.092
H -4.907 -0.893 4.147  0.098
H -4.225 0.075 5.483  0.111
C 5.852 3.123 -4.444  -0.197
C 6.236 1.637 -4.488  -0.203
C 6.502 1.192 -3.045  -0.209
S 5.476 2.245 -2.003  0.679
O 6.339 3.048 -1.172  -0.317
O 4.400 1.479 -1.406  -0.331
C 4.823 3.257 -3.330  -0.239
H 5.449 3.467 -5.396  0.121
H 6.730 3.730 -4.212  0.119
H 5.412 1.057 -4.908  0.080
H 7.112 1.465 -5.112  0.117
H 6.220 0.157 -2.860  0.096
H 7.534 1.360 -2.744  0.104
H 4.693 4.271 -2.956  0.111
H 3.862 2.833 -3.620  0.029
C -6.814 -4.829 2.337  -0.220
C -7.506 -5.481 3.545  -0.210
C -6.406 -6.041 4.457  -0.215
S -4.957 -5.011 4.168  0.666
O -3.916 -5.820 3.585  -0.310
O -4.650 -4.203 5.323  -0.338
C -5.689 -3.977 2.908  -0.238
H -7.506 -4.225 1.751  0.119
H -6.392 -5.589 1.677  0.114
H -8.082 -4.727 4.086  0.115
H -8.196 -6.267 3.242  0.113
H -6.654 -5.989 5.516  0.100
H -6.124 -7.059 4.193  0.104
H -4.930 -3.712 2.175  0.078
H -6.070 -3.085 3.407  0.102
C 2.172 -0.728 -3.255  -0.194
C 0.770 -0.519 -3.843  -0.206
C 0.823 0.734 -4.725  -0.191
S 2.523 0.859 -5.312  0.718
O 3.122 2.049 -4.760  -0.337
O 2.581 0.617 -6.730  -0.304
C 3.145 -0.562 -4.415  -0.200
H 2.277 -1.707 -2.788  0.128
H 2.373 0.030 -2.494  0.091
H 0.497 -1.386 -4.450  0.125
H 0.022 -0.416 -3.058  0.085
H 0.169 0.681 -5.593  0.115
H 0.610 1.642 -4.164  0.058
H 4.171 -0.360 -4.117  0.082
H 3.112 -1.412 -5.098  0.115
C -2.078 -2.159 -1.648  -0.216
C -3.454 -1.838 -2.251  -0.202
C -4.239 -3.154 -2.322  -0.208
S -3.595 -4.191 -0.995  0.680
O -2.948 -5.339 -1.577  -0.313
O -4.599 -4.378 0.024  -0.327
C -2.346 -3.035 -0.432  -0.211
H -1.540 -1.254 -1.370  0.102
H -1.472 -2.708 -2.373  0.118
H -3.975 -1.128 -1.605  0.088
H -3.369 -1.383 -3.237  0.119
H -5.309 -3.030 -2.167  0.102
H -4.062 -3.692 -3.252  0.104
H -1.485 -3.604 -0.088  0.113
H -2.771 -2.461 0.393  0.098

Values from the calculation:
HOMO (eV): -10.16
Structure (SMILES): CC[C@H](COC(F)(F)F)OC(=O)[C@@H](C)CC.O=S1(=O)CCCC1.O=S1(=O)CCCC1.O=S1(=O)CCCC1.O=S1(=O)CCCC1.O=S1(=O)CCCC1.O=S1(=O)CCCC1
Orbital gap (eV): 10.456
E_tot (hartree): -5151.8091

---

ORCA calculation (the ωB97M-V functional and the def2-TZVPD basis) on a molecular structure, C34H65N4O3RuS2SbSi4 in a non-equilibrium geometry.

Last column: Löwdin charge in e.
Positions of all 114 atoms, in Å:
Ru 0.075 0.229 -1.676  0.644
N 3.545 2.969 -1.509  0.077
C 2.333 2.364 -1.634  -0.788
S 2.363 0.604 -1.803  0.591
N 1.221 3.007 -1.601  -0.008
N 0.105 2.315 -1.749  -0.161
C -1.108 2.912 -1.778  -0.179
C -1.280 4.336 -1.503  -0.174
C -0.369 5.297 -1.953  -0.028
C -0.542 6.631 -1.635  -0.068
C -1.620 7.039 -0.864  -0.071
C -2.528 6.094 -0.413  -0.073
C -2.365 4.760 -0.724  -0.066
C -2.186 2.056 -2.121  -0.208
C -3.455 2.517 -2.554  -0.005
C -4.407 1.631 -2.975  -0.047
C -4.120 0.256 -2.973  -0.056
C -2.871 -0.139 -2.555  -0.180
N -1.923 0.702 -2.148  -0.069
H 4.331 2.441 -1.861  0.083
H 3.573 3.961 -1.683  0.105
H 0.463 4.996 -2.571  0.101
H 0.175 7.357 -1.986  0.106
H -1.741 8.079 -0.601  0.107
H -3.369 6.397 0.192  0.108
H -3.065 4.030 -0.342  0.113
H -3.638 3.579 -2.581  0.116
H -5.363 1.982 -3.331  0.114
H -4.845 -0.469 -3.306  0.107
H -2.601 -1.190 -2.560  0.050
C -0.321 -4.929 -4.693  -0.199
Si -0.598 -3.054 -4.758  0.421
C -2.467 -2.686 -4.894  -0.219
C 0.347 -2.278 -6.220  -0.208
Sb 0.320 -2.124 -2.431  0.805
Si 2.846 -3.046 -2.425  0.437
C 2.819 -4.960 -2.495  -0.202
C 3.641 -2.444 -0.796  -0.226
C 3.618 -2.286 -4.000  -0.212
Si -0.841 -3.601 -0.547  0.418
C 0.533 -3.880 0.751  -0.222
C -1.353 -5.332 -1.176  -0.212
C -2.375 -2.594 -0.019  -0.242
H -0.699 -5.385 -5.602  0.040
H -0.833 -5.391 -3.861  0.000
H 0.728 -5.186 -4.612  0.010
H -2.880 -3.193 -5.760  0.036
H -2.665 -1.625 -5.015  0.019
H -3.015 -3.038 -4.024  0.021
H -0.169 -2.482 -7.153  0.034
H 1.347 -2.690 -6.308  0.010
H 0.438 -1.200 -6.117  0.029
H 2.017 -5.383 -1.900  0.006
H 3.758 -5.345 -2.112  0.035
H 2.711 -5.327 -3.509  0.014
H 3.531 -3.172 0.002  0.025
H 3.186 -1.512 -0.473  -0.051
H 4.701 -2.253 -0.935  0.037
H 3.128 -2.657 -4.895  0.006
H 4.675 -2.523 -4.080  0.035
H 3.520 -1.204 -3.982  0.000
H 1.330 -4.489 0.330  0.017
H 0.149 -4.396 1.625  0.034
H 0.952 -2.929 1.068  -0.003
H -0.530 -5.858 -1.645  0.011
H -2.184 -5.308 -1.872  0.022
H -1.662 -5.925 -0.323  0.035
H -2.103 -1.546 0.104  -0.053
H -2.777 -2.941 0.929  0.028
H -3.175 -2.655 -0.754  0.023
C -0.637 -0.876 5.640  -0.007
C -0.220 -1.503 4.311  -0.625
C 0.688 -2.710 4.552  -0.012
C -1.448 -1.921 3.507  -0.028
O 0.553 -0.559 3.575  -0.141
Si 0.225 0.725 2.664  -0.093
S -0.033 -0.077 0.678  0.475
O -1.185 1.437 2.956  -0.133
C -1.562 2.732 3.417  -0.625
C -1.072 2.924 4.850  -0.011
C -0.962 3.799 2.505  -0.008
C -3.090 2.771 3.381  -0.015
O 1.440 1.770 2.696  -0.132
C 2.827 1.660 3.001  -0.627
C 3.392 3.077 2.877  -0.014
C 3.482 0.712 2.001  -0.023
C 2.994 1.147 4.430  -0.016
H -1.104 -1.623 6.275  0.094
H -1.345 -0.077 5.450  0.070
H 0.233 -0.472 6.152  0.094
H 0.111 -3.526 4.976  0.092
H 1.490 -2.451 5.240  0.089
H 1.131 -3.031 3.612  0.071
H -2.064 -2.602 4.087  0.099
H -1.127 -2.404 2.589  0.048
H -2.033 -1.040 3.251  0.083
H 0.006 2.798 4.888  0.079
H -1.535 2.192 5.508  0.079
H -1.332 3.921 5.196  0.095
H 0.123 3.757 2.558  0.076
H -1.299 4.785 2.812  0.096
H -1.262 3.628 1.474  0.073
H -3.494 1.978 4.006  0.087
H -3.450 2.630 2.365  0.082
H -3.438 3.730 3.756  0.090
H 3.246 3.447 1.865  0.082
H 4.452 3.078 3.115  0.090
H 2.870 3.737 3.566  0.088
H 3.294 1.063 0.988  0.054
H 3.060 -0.286 2.112  0.078
H 4.554 0.666 2.170  0.095
H 2.456 1.799 5.114  0.090
H 4.046 1.136 4.700  0.093
H 2.589 0.143 4.512  0.070

Values from the calculation:
HOMO (alpha / beta) (eV): -8.09 / -10.18
2S+1: 6
Charge: +1
Orbital gap (alpha / beta) (eV): 5.200 / 5.177
ΔE to the lowest compared entry with this formula, charge and spin (kJ/mol): 224.8
E_tot (hartree): -4068.7904